Computed, not measured: a cluster of 2 separate species, C17H22F7N2OP in total, with ωB97M-V with the def2-TZVPD basis set.

```
50
C17H22F7N2OP (ωB97M-V with the def2-TZVPD basis set)
O 5.82 -1.06 -4.03
C 5.20 0.21 -4.19
C 4.25 0.25 -5.38
P 2.59 -0.54 -5.08
C 0.82 -1.42 -4.79
F 0.13 -1.45 -5.97
F 1.05 -2.73 -4.40
C -0.19 -0.89 -3.72
F -1.43 -1.39 -3.97
F 0.17 -1.32 -2.47
C -0.34 0.66 -3.62
F 0.56 1.16 -2.76
F -0.15 1.23 -4.80
F -1.55 0.98 -3.17
H 5.28 -1.63 -3.47
H 4.69 0.51 -3.26
H 6.01 0.94 -4.34
H 4.73 -0.28 -6.22
H 4.08 1.28 -5.71
H 3.06 -1.87 -5.24
H 2.53 -0.06 -3.74
H 1.96 0.17 -6.13
C -1.09 2.57 7.80
N -1.29 1.91 6.49
C -0.35 1.04 6.06
C -0.50 0.39 4.86
C -1.64 0.61 4.09
C -2.58 1.52 4.56
C -2.38 2.15 5.76
C -1.84 -0.10 2.80
C -3.00 -0.84 2.58
C -3.17 -1.48 1.37
N -2.25 -1.39 0.40
C -1.13 -0.68 0.59
C -0.90 -0.02 1.78
C -2.46 -2.05 -0.91
H -0.14 3.11 7.79
H -1.08 1.81 8.58
H -1.90 3.27 7.97
H 0.51 0.89 6.70
H 0.27 -0.31 4.55
H -3.48 1.75 3.99
H -3.09 2.87 6.16
H -3.76 -0.95 3.34
H -4.05 -2.08 1.15
H -0.43 -0.65 -0.24
H 0.02 0.55 1.89
H -1.63 -2.73 -1.10
H -2.52 -1.29 -1.68
H -3.39 -2.61 -0.88
```

## Properties
* E: -1885.52562 Eh
* LUMO energy: -7.74 eV
* gap between HOMO and LUMO: 0.183 Eh
* total charge: +2